1.
Below is the molecule C3H3ClO2, with properties calculated with the ωB97M-V functional and the def2-TZVPD basis.

The geometry in XYZ format:
```
9
Properties=species:S:1:pos:R:3:forces:R:3
C 0.075585 0.065986 -0.010242 -0.022 -0.053 0.235
C 1.032131 1.120612 -0.369579 0.492 0.918 -1.714
O 1.028551 2.539495 0.068481 -0.194 0.846 0.266
C 1.379284 2.162234 -1.224324 0.060 -2.197 1.850
Cl 1.358858 2.921310 -2.689321 0.023 0.296 -0.405
O 2.393940 1.085794 -0.717370 -0.268 0.327 -0.263
H 0.589742 -0.890977 -0.035976 -0.024 -0.050 -0.019
H -0.757412 0.054741 -0.709717 -0.029 -0.017 0.046
H -0.295283 0.243760 0.997651 -0.038 -0.071 0.004
```
Forces are in eV/Å.

## Properties
- HOMO (eV) = -9.28
- LUMO energy (eV) = 0.64
- structure (SMILES) = C[C@]12O[C@@]1(Cl)O2
- gap between HOMO and LUMO (Ha) = 0.3644

=====

2.
Below is a structure of composition C49H49BF6IN8O3PSr, with properties calculated with the ωB97M-V functional and the def2-TZVPD basis.

The geometry in XYZ format:
```
119
Properties=species:S:1:pos:R:3:forces:R:3
Sr 0.946490 -1.167199 0.493626 1.798 1.164 -2.069
C -0.532453 2.967880 -2.848963 -0.009 -0.057 0.140
C -0.271656 3.283198 -1.412423 -0.008 0.058 0.164
C -0.505299 4.513737 -0.769941 -0.022 0.002 -0.034
C -0.042941 4.333960 0.510692 0.007 -0.017 -0.064
N 0.440597 3.072486 0.597680 0.064 0.367 0.189
N 0.275297 2.416686 -0.571917 -0.014 -0.225 -0.080
B 1.007613 2.300695 1.801289 0.022 0.237 -0.056
N 2.337155 1.583112 1.436061 0.056 0.304 -0.115
C 3.483683 2.278332 1.302424 0.089 -0.153 -0.011
C 4.533991 1.389641 1.333768 -0.018 0.031 -0.049
C 3.929763 0.127301 1.494459 0.046 0.243 0.060
C 4.576049 -1.212560 1.630320 -0.046 0.042 -0.136
N 2.610663 0.266136 1.546837 0.578 0.338 0.709
N -0.091856 1.360738 2.344824 -0.166 0.139 0.333
C -1.098708 1.813376 3.118150 0.001 -0.173 -0.035
C -1.944637 0.761664 3.380341 -0.033 -0.025 -0.045
C -1.373006 -0.336113 2.712057 -0.158 0.379 0.178
C -1.844207 -1.751915 2.711964 0.005 0.000 -0.023
N -0.266962 0.052002 2.079081 -0.965 0.672 1.176
N 1.390056 3.220894 3.002675 -0.096 -0.086 0.159
C 1.855141 2.705214 4.161192 0.015 -0.024 0.018
C 2.148945 3.749236 5.005478 0.014 0.022 0.016
C 1.832011 4.901387 4.261473 -0.030 -0.172 -0.006
C 1.939272 6.333586 4.678596 -0.026 -0.055 -0.108
N 1.379591 4.566961 3.061563 -0.051 0.246 -0.124
H -0.688639 3.892694 -3.404138 0.012 -0.015 -0.050
H -1.422848 2.348634 -2.967961 -0.048 0.065 -0.029
H 0.314791 2.433223 -3.279446 0.004 -0.003 -0.029
H -0.941710 5.402621 -1.195751 0.028 0.018 0.020
H 0.002056 5.002194 1.348060 0.062 0.031 0.059
H 3.478306 3.354373 1.225523 -0.046 0.000 0.024
H 5.583513 1.619096 1.250367 0.003 -0.019 0.005
H 5.467554 -1.132346 2.253115 -0.004 -0.046 0.018
H 4.863314 -1.614988 0.655949 -0.021 -0.019 0.007
H 3.881379 -1.918237 2.086881 0.028 -0.028 0.000
H -1.138694 2.843434 3.432213 0.034 0.005 -0.003
H -2.847572 0.776621 3.967012 0.018 -0.012 0.028
H -1.932913 -2.121121 3.734348 0.004 0.007 0.005
H -1.131097 -2.393925 2.199744 -0.002 -0.082 0.027
H -2.825975 -1.844845 2.242887 -0.012 0.033 0.011
H 1.952543 1.639190 4.298141 -0.031 0.001 -0.026
H 2.529584 3.696807 6.011982 0.017 -0.019 -0.012
H 2.231613 6.397188 5.725776 -0.004 0.054 0.006
H 0.983057 6.841475 4.547247 0.014 0.034 0.044
H 2.679378 6.863651 4.077120 0.016 0.008 0.030
O -1.018787 -1.975111 -0.452201 -1.645 -0.571 -0.581
C -2.173130 -2.122563 -0.452179 0.148 0.096 -0.198
C -3.512143 -2.223818 -0.536322 -0.515 0.189 -0.188
C -4.254839 -3.252247 0.133402 0.261 -0.102 0.038
C -5.615823 -3.294162 0.001868 -0.044 0.020 0.025
C -6.304803 -2.338142 -0.752748 -0.153 -0.028 0.016
C -5.602866 -1.312191 -1.389393 0.155 -0.041 -0.089
C -4.230974 -1.227470 -1.329822 0.288 0.013 0.250
P -3.203966 0.107811 -2.035380 -0.097 -0.159 -0.394
C -4.403832 1.014731 -3.097683 0.116 0.074 0.228
C -4.720426 2.312965 -2.699958 0.030 -0.059 0.005
C -5.548475 3.110190 -3.477596 -0.039 0.025 0.003
C -6.067489 2.612707 -4.662751 0.022 0.046 -0.008
C -5.765859 1.317084 -5.060481 -0.024 -0.062 -0.065
C -4.938731 0.519947 -4.284246 -0.032 0.063 0.008
C -2.294357 -0.869847 -3.310946 -0.105 0.001 0.228
C -1.040285 -0.407104 -3.701142 0.004 -0.081 0.054
C -0.315737 -1.081838 -4.671470 0.057 -0.038 -0.042
C -0.818717 -2.246838 -5.227741 0.046 -0.009 -0.030
C -2.044555 -2.742474 -4.809021 -0.112 -0.029 0.039
C -2.788118 -2.051739 -3.863733 0.136 -0.012 -0.039
H -3.715579 -3.977048 0.726855 -0.049 -0.037 -0.014
H -6.168617 -4.079959 0.500721 0.024 -0.011 0.014
H -7.381108 -2.393730 -0.844737 0.005 0.021 0.018
H -6.140351 -0.568952 -1.966031 -0.016 -0.009 0.015
H -4.294626 2.699465 -1.780568 0.012 0.031 -0.022
H -5.774249 4.122152 -3.165241 -0.002 -0.009 0.002
H -6.691360 3.239426 -5.287950 -0.028 -0.015 0.020
H -6.167093 0.930372 -5.989365 -0.002 -0.005 0.008
H -4.696492 -0.483579 -4.608330 0.019 0.012 -0.030
H -0.615685 0.461288 -3.215752 0.009 -0.076 -0.049
H 0.659479 -0.722881 -4.969398 0.047 0.023 0.066
H -0.237006 -2.784577 -5.965197 0.004 -0.027 0.015
H -2.420266 -3.681243 -5.197688 0.011 0.030 -0.062
H -3.742677 -2.450180 -3.540614 -0.011 0.010 0.043
I 2.643372 -2.419345 -1.742930 0.495 -0.351 -0.786
C 7.793199 4.590687 -3.570094 -0.066 -0.031 0.008
C 6.739821 3.627624 -3.092858 0.011 -0.045 -0.012
C 7.006712 2.270266 -2.975398 0.062 0.071 -0.010
C 6.044572 1.377335 -2.524279 -0.145 0.001 0.012
C 6.391640 -0.086703 -2.417956 0.035 0.012 0.032
C 4.765812 1.857102 -2.198860 0.108 0.383 -0.117
C 3.793981 0.894816 -1.636656 0.079 -0.258 0.070
O 2.594925 1.029721 -1.590542 -0.008 0.143 -0.112
C 4.462299 3.224769 -2.351475 -0.013 -0.088 0.013
C 3.094644 3.781387 -2.073640 0.021 -0.004 0.036
C 5.466150 4.084030 -2.779956 0.019 -0.027 0.008
H 8.767336 4.107965 -3.639798 0.011 0.016 -0.007
H 7.874231 5.440556 -2.890772 0.030 0.012 -0.015
H 7.532737 4.980770 -4.556277 0.042 0.019 -0.004
H 7.993437 1.898388 -3.231901 -0.003 -0.008 -0.009
H 7.338759 -0.283653 -2.919895 0.006 0.008 0.001
H 5.625423 -0.722257 -2.861995 0.018 -0.039 0.032
H 6.498915 -0.390930 -1.373632 -0.021 -0.039 -0.010
H 4.259016 -0.017718 -1.235337 -0.148 -0.056 -0.007
H 2.645487 3.338169 -1.188316 -0.046 0.018 0.013
H 2.419616 3.545830 -2.898851 -0.025 -0.009 0.037
H 3.131655 4.865694 -1.959595 0.047 -0.005 -0.030
H 5.247638 5.143344 -2.873660 -0.031 -0.005 0.006
C 2.326061 -5.020457 0.952183 -0.132 0.140 -0.020
C 0.999587 -4.418372 1.447624 -0.263 -0.683 0.330
O 0.882209 -3.081293 1.368082 0.063 -2.084 0.969
C -0.143244 -5.081778 0.624632 -0.048 0.035 -0.220
F -1.378435 -4.690658 1.044393 0.135 -0.051 -0.098
F -0.059329 -4.729024 -0.666896 -0.018 -0.062 0.201
F -0.142242 -6.434257 0.658700 -0.031 0.193 0.056
C 0.834868 -4.867295 2.930860 0.051 0.079 0.169
F 0.963699 -6.204568 3.120863 -0.042 0.212 -0.015
F -0.354079 -4.522203 3.468239 0.191 -0.022 -0.042
F 1.785162 -4.281899 3.688196 -0.120 -0.084 -0.080
H 2.441458 -4.791960 -0.103443 0.046 0.046 -0.008
H 2.348417 -6.098879 1.104496 0.045 0.007 0.012
H 3.144070 -4.553055 1.498273 0.002 0.012 -0.011
```
Forces are in eV/Å.

## Properties
- HOMO (spin up / spin down) (eV) = -4.58 / -4.98
- LUMO energy (spin up / spin down) (eV) = 2.27 / 1.53
- 2S+1 = 2
- <S²> = 0.79
- gap between HOMO and LUMO (spin up / spin down) (Ha) = 0.2519 / 0.2393
- charge = -1

=====

Energy above the lowest of the compared OMol25 structures with the same formula, charge and spin per entry: 89.1 18.9 kcal/mol